Entry 1:
The following is a quantum chemistry calculation of a gas-phase ion, CH2BrN2 (charge +1), from the Open Molecules 2025 dataset.

Last column: natural (NBO) charge in e.
Geometry (Å):
C: 0.85890 0.06712 -0.86569  0.29
N: -0.34419 -0.56998 -0.69701  0.00
N: 0.84304 -0.94589 -0.07388  0.00
Br: -1.79565 0.51068 0.75635  0.15
H: 1.36706 0.95696 -1.07260  0.28
H: -0.92916 -0.01888 1.95284  0.27

Output
gap between HOMO and LUMO = 8.8832 eV
total charge = +1
max |F| = 2.85 eV Å⁻¹
HOMO level = -16.249 eV
2S+1 = 1
ΔE to the lowest compared entry with this formula, charge and spin = 2.181 eV

***

Entry 2:
The following is a quantum chemistry calculation of a molecular structure, C14H18FO18Pb, from the Open Molecules 2025 dataset.

Last column: natural (NBO) charge in e.
Geometry (Å):
Pb: 0.12502 1.20300 -1.14275  1.63
O: -1.73469 -1.22227 -4.53666  -0.74
C: -1.71210 0.08407 -4.12022  0.96
O: -1.29140 0.44306 -2.98209  -0.86
O: -1.92838 0.93708 -5.01710  -0.77
H: -2.03425 -1.03240 -5.44159  0.49
O: 2.61951 4.98025 0.06441  -0.76
C: 1.48500 4.42948 -0.47237  0.97
O: 0.77392 5.22737 -1.09365  -0.73
O: 1.29965 3.18456 -0.30466  -0.88
H: 2.62752 5.91767 -0.12748  0.48
O: -2.41285 1.74968 -0.03261  -0.81
C: -2.58944 2.97657 -0.70367  0.94
O: -3.72338 3.50949 -0.67494  -0.78
O: -1.63575 3.39413 -1.37605  -0.72
H: -3.22140 1.45747 0.39287  0.48
C: 6.29633 -2.53123 -0.97291  -0.64
C: 5.51707 -1.23015 -0.73787  0.07
C: 5.39313 -0.38361 -2.06030  -0.09
O: 4.13915 0.17207 -1.86465  -0.48
C: 3.35899 -0.58282 -1.09544  1.01
O: 2.19039 -0.39988 -0.95120  -0.59
O: 4.15564 -1.45653 -0.44902  -0.49
H: 7.34482 -2.45063 -0.68615  0.22
H: 6.37409 -2.78031 -2.03153  0.21
H: 5.75518 -3.29419 -0.41567  0.24
H: 5.89785 -0.65862 0.11057  0.19
H: 5.52199 -0.95856 -2.97994  0.18
H: 6.23525 0.30975 -2.09216  0.20
C: -4.63045 -3.74050 -0.26679  -0.62
C: -4.18096 -2.37153 0.16495  0.05
C: -3.57827 -2.44045 1.57404  -0.09
O: -2.24024 -1.96963 1.46687  -0.49
C: -1.93450 -1.76222 0.19113  0.99
O: -0.93586 -1.23808 -0.18432  -0.58
O: -2.99317 -2.06511 -0.60593  -0.47
H: -3.90248 -4.48952 0.06913  0.20
H: -4.76655 -3.92660 -1.32828  0.24
H: -5.45448 -4.09697 0.36112  0.21
H: -5.01975 -1.69889 -0.00950  0.21
H: -3.54521 -3.48232 1.89583  0.18
H: -4.05643 -1.86985 2.36876  0.19
C: -1.04426 0.80268 4.48962  -0.14
C: -0.84602 2.25014 4.26380  0.43
O: -0.87947 2.33560 2.85161  -0.45
C: -0.43642 1.14175 2.39388  1.00
O: 0.02383 0.93443 1.32014  -0.58
O: -0.44806 0.17447 3.35979  -0.47
F: 0.37620 2.60452 4.77845  -0.34
H: -2.11402 0.56710 4.49938  0.19
H: -0.64954 0.42000 5.42812  0.21
H: -1.57072 2.92647 4.71300  0.18

Output
gap between HOMO and LUMO = 6.6103 eV
total charge = -1
max |F| = 4.19 eV Å⁻¹
HOMO level = -4.633 eV
2S+1 = 1
ΔE to the lowest compared entry with this formula, charge and spin = 2.194 eV

***

Entry 3:
The following is a quantum chemistry calculation of a gas-phase ion, C5H9N4O (charge +1), from the Open Molecules 2025 dataset.

Last column: natural (NBO) charge in e.
Geometry (Å):
C: -0.09957 -1.83413 -1.91359  -0.66
C: -0.31995 -0.53103 -1.24441  0.22
N: 0.40531 0.50874 -1.51862  -0.09
N: 0.26176 1.64798 -0.91967  -0.24
C: 1.20812 2.71773 -1.31042  0.56
O: 1.19379 3.77091 -0.78607  -0.46
C: -0.76258 1.73773 0.20670  0.03
C: -0.00829 1.82321 1.52914  -0.64
N: -1.69853 0.59416 0.28788  0.04
N: -1.37033 -0.42940 -0.34151  -0.15
H: -1.02768 -2.22498 -2.32766  0.24
H: 0.29338 -2.56869 -1.21092  0.25
H: 0.62061 -1.71120 -2.71677  0.28
H: 1.82555 2.33896 -2.12784  0.17
H: -1.38097 2.63012 0.06046  0.25
H: 0.77449 1.06618 1.57472  0.23
H: -0.68565 1.67859 2.36826  0.25
H: 0.44446 2.80880 1.61986  0.27
H: -1.97924 -1.24955 -0.21664  0.45

Output
gap between HOMO and LUMO (alpha / beta) = 7.3076 / 7.3094 eV
total charge = +1
max |F| = 1.63 eV Å⁻¹
HOMO level (alpha / beta) = -13.770 / -13.770 eV
2S+1 = 1
SMILES = CC1=NN(C=O)[C@H](C)N=[NH+]1
ΔE to the lowest compared entry with this formula, charge and spin = 3.595 eV

***

Entry 4:
The following is a quantum chemistry calculation of C5H11NO in the gas phase, from the Open Molecules 2025 dataset.

Last column: natural (NBO) charge in e.
Geometry (Å):
C: 1.86237 0.11294 -1.47276  -0.61
C: 1.09397 -0.61170 -0.39885  -0.07
C: 1.30711 -0.38296 1.05253  -0.25
N: 0.13488 0.14600 0.38361  -0.44
C: -1.16636 -0.45271 0.66722  -0.25
C: -2.22711 0.46681 0.07435  -0.06
O: -2.08915 1.76277 0.60474  -0.72
H: 1.29519 0.12884 -2.40972  0.21
H: 2.82398 -0.37601 -1.66289  0.21
H: 2.04924 1.14830 -1.17225  0.22
H: 0.78688 -1.62923 -0.65509  0.19
H: 2.02489 0.36171 1.39318  0.20
H: 1.16880 -1.22956 1.72429  0.19
H: -1.25566 -1.47433 0.26409  0.18
H: -1.30692 -0.49839 1.75328  0.20
H: -2.13320 0.47139 -1.02481  0.15
H: -3.23271 0.11261 0.32474  0.18
H: -1.13617 1.94352 0.55433  0.48

Output
gap between HOMO and LUMO = 10.5407 eV
max |F| = 0.40 eV Å⁻¹
HOMO level = -9.429 eV
2S+1 = 1
SMILES = C[C@H]1CN1CCO
ΔE to the lowest compared entry with this formula, charge and spin = 2.003 eV

***

Entry 5:
The following is a quantum chemistry calculation of C7H12N4O2 in the gas phase, from the Open Molecules 2025 dataset.

Last column: natural (NBO) charge in e.
Geometry (Å):
C: -2.47289 -2.60748 1.45471  -0.64
C: -0.94106 -2.25523 1.72019  -0.06
O: -0.62050 -1.09616 0.94844  -0.56
C: -0.38717 0.05203 1.76917  -0.09
C: 0.32596 1.21567 1.01776  -0.09
O: 1.68790 0.97033 0.69748  -0.51
C: 1.82497 0.23618 -0.50508  -0.11
C: 1.44139 1.08353 -1.78080  0.29
N: 2.07114 2.28137 -1.87850  -0.17
N: 1.72379 3.00622 -2.91506  -0.17
C: 0.78832 2.43814 -3.72361  0.14
N: 0.18821 1.22134 -3.64715  -0.17
N: 0.53805 0.49880 -2.60783  -0.18
H: -2.61312 -3.69745 1.29138  0.21
H: -3.01351 -2.30639 2.39066  0.20
H: -2.87000 -1.99439 0.61165  0.23
H: -0.28427 -3.09781 1.37896  0.18
H: -0.80433 -2.12628 2.81787  0.17
H: -1.40607 0.44610 2.05991  0.17
H: 0.10510 -0.20727 2.74523  0.18
H: 0.32046 2.09162 1.71690  0.20
H: -0.31448 1.50666 0.15078  0.18
H: 2.92125 0.03129 -0.62763  0.21
H: 1.32441 -0.75785 -0.50235  0.22
H: 0.46646 3.06705 -4.58308  0.20

Output
gap between HOMO and LUMO = 8.8336 eV
max |F| = 2.36 eV Å⁻¹
HOMO level = -9.645 eV
2S+1 = 1
SMILES = CCOCCOCc1nncnn1
ΔE to the lowest compared entry with this formula, charge and spin = 4.076 eV

***

Entry 6:
The following is a quantum chemistry calculation of a molecular structure, C4H10F4Li6N3O13S4, from the Open Molecules 2025 dataset.

Last column: Löwdin spin population.
Geometry (Å):
Li: -0.44566 1.65801 -3.24652  0.27
Li: -1.70749 -0.64403 -4.43569  0.13
Li: -1.16006 -2.18753 1.72037  0.01
Li: 1.43105 2.39369 -1.13185  0.14
Li: -1.04820 0.51014 2.03349  0.03
Li: -3.31101 -2.13463 -0.22911  0.02
N: -4.71679 -2.38305 -1.62896  0.00
S: -5.11990 -3.55319 -2.51342  0.00
O: -4.23303 -4.10929 -3.55445  0.00
O: -6.55312 -3.68396 -2.71094  0.00
F: -5.06325 -4.65992 -1.30403  0.00
S: -4.53950 -1.34445 -3.03555  0.01
O: -5.65594 -1.24992 -3.96581  0.00
O: -3.20728 -1.49866 -3.65159  0.01
F: -4.58586 0.07787 -2.38964  0.00
N: -0.53162 -1.04948 3.13862  0.00
S: 0.79581 -1.11734 3.90245  0.00
O: 1.33855 -2.48792 4.08131  0.00
O: 1.02909 -0.05229 4.85910  0.00
F: 1.61219 -0.57723 2.63987  0.00
S: -1.45673 -0.80112 4.57634  0.00
O: -2.28911 0.41085 4.56057  0.00
O: -1.01537 -1.35499 5.88180  0.00
F: -2.48383 -1.90446 4.07110  0.00
N: -0.72152 -0.29086 -0.92216  0.12
O: -0.52602 -0.53498 0.26115  0.05
O: -1.78100 -0.63790 -1.46857  0.07
O: -0.02163 0.45287 -1.53679  0.12
C: 3.38821 4.87111 -0.26466  0.00
O: 2.99774 3.44266 -0.31337  0.01
C: 4.06269 2.62418 0.16396  0.00
C: 3.48812 1.13889 0.54489  0.00
O: 2.61183 0.65034 -0.45899  0.01
C: 3.01734 -0.45019 -1.19515  0.00
H: 3.81353 5.19210 0.68621  0.00
H: 2.53953 5.46597 -0.60229  0.00
H: 4.14460 5.01215 -1.03672  0.00
H: 4.48456 2.94025 1.11802  0.00
H: 4.84206 2.47825 -0.58396  0.00
H: 3.07080 1.22558 1.54810  0.00
H: 4.26457 0.38641 0.68274  0.00
H: 3.89938 -0.29502 -1.81646  0.00
H: 2.24279 -0.61912 -1.94323  0.00
H: 3.09962 -1.30984 -0.53006  0.00

Output
gap between HOMO and LUMO (alpha / beta) = 3.9588 / 6.8760 eV
total charge = +2
max |F| = 12.37 eV Å⁻¹
HOMO level (alpha / beta) = -11.979 / -15.093 eV
2S+1 = 2